Record 1
{
  "formula": "C48H51BF2GeInN7O",
  "method": "wB97M-V/def2-TZVPD",
  "homo_energy_ev": 0.13,
  "energy_ha": -4809.70852,
  "total_charge": -2,
  "e_above_lowest_kcal_mol": 133.3,
  "homo_lumo_gap_ev": 4.03,
  "elements": ["In", "C", "C", "C", "C", "C", "C", "N", "N", "B", "N", "C", "C", "C", "N", "C", "C", "C", "N", "C", "C", "C", "N", "C", "C", "C", "H", "H", "H", "H", "H", "H", "H", "H", "H", "H", "H", "H", "H", "H", "H", "H", "H", "H", "H", "H", "H", "H", "H", "H", "H", "H", "H", "H", "F", "C", "C", "C", "C", "C", "F", "C", "C", "C", "C", "C", "C", "N", "H", "H", "H", "H", "H", "H", "O", "H", "H", "C", "Ge", "C", "C", "C", "C", "C", "C", "C", "C", "C", "C", "C", "C", "C", "C", "C", "C", "C", "C", "H", "H", "H", "H", "H", "H", "H", "H", "H", "H", "H", "H", "H", "H", "H"],
  "coordinates": [[0.595641, -0.101004, 0.294687], [-1.554478, -3.321374, 0.193818], [-2.372069, -2.802631, 1.375746], [-3.411366, -1.789747, 0.898363], [-1.561532, -2.209119, 2.499490], [-1.724243, -2.530093, 3.862930], [-0.865982, -1.682938, 4.528432], [-0.256082, -0.913779, 3.609369], [-0.670628, -1.227984, 2.372126], [0.862271, 0.107707, 3.918626], [2.138065, -0.326345, 3.172186], [3.228248, -0.819254, 3.777127], [4.148503, -1.153124, 2.810093], [3.518901, -0.824996, 1.596459], [2.305575, -0.321404, 1.828716], [4.106266, -0.978103, 0.222369], [5.216065, 0.053212, -0.007507], [4.648050, -2.393992, 0.018966], [0.441580, 1.558150, 3.665354], [-0.062728, 2.350475, 4.635781], [-0.380223, 3.560425, 4.073162], [-0.012168, 3.422245, 2.714916], [0.510028, 2.225093, 2.492883], [-0.247389, 4.454983, 1.645429], [-1.750718, 4.743803, 1.544620], [0.288261, 4.035145, 0.284545], [-2.225357, -3.729961, -0.566155], [-0.853417, -4.099693, 0.500311], [-0.986393, -2.512662, -0.269938], [-2.896395, -3.656004, 1.822355], [-2.893059, -0.902234, 0.522840], [-4.065805, -1.489934, 1.722475], [-4.024122, -2.208462, 0.097009], [-2.380609, -3.274595, 4.283840], [-0.649333, -1.570533, 5.577370], [1.081960, 0.006521, 5.105332], [3.268746, -0.902438, 4.850229], [5.125647, -1.582312, 2.957563], [3.302757, -0.801517, -0.492171], [5.936555, 0.029384, 0.815333], [4.792884, 1.052719, -0.077431], [5.750031, -0.161668, -0.937575], [5.459379, -2.606709, 0.721217], [5.038243, -2.506171, -0.995506], [3.867335, -3.142101, 0.168970], [-0.194897, 1.976867, 5.638166], [-0.821476, 4.417142, 4.556340], [0.260585, 5.376312, 1.962387], [-2.269749, 3.845092, 1.200485], [-1.940081, 5.548830, 0.828829], [-2.174819, 5.034196, 2.508593], [-0.152351, 3.075640, -0.002388], [1.370331, 3.919954, 0.295716], [0.023635, 4.785411, -0.466933], [3.325481, -0.919233, -4.398703], [2.972506, -1.541774, -3.241887], [2.440762, -0.816454, -2.198854], [2.129600, -1.427593, -0.984782], [2.397684, -2.800950, -0.837915], [2.839414, -3.503827, -1.959880], [2.978386, -4.865340, -1.950919], [3.146724, -2.908038, -3.167110], [2.269695, -3.408431, 0.517870], [2.929447, -4.579761, 0.917493], [2.814443, -5.010679, 2.226262], [2.059875, -4.267548, 3.120268], [1.456692, -3.113616, 2.646120], [1.554089, -2.699771, 1.389749], [2.275583, 0.247990, -2.344967], [3.508654, -3.488645, -4.002866], [3.545798, -5.126766, 0.226407], [3.318758, -5.915595, 2.545800], [1.945475, -4.562077, 4.155133], [0.864713, -2.495330, 3.311460], [3.090028, 2.218562, 0.155498], [2.591920, 1.922927, -0.614727], [2.583774, 1.876096, 0.911331], [-1.123310, 1.079550, -0.005124], [-1.830098, 1.315307, -1.747017], [-0.912854, 1.988078, -3.416735], [0.318977, 1.401152, -3.713155], [1.055046, 1.743559, -4.839858], [0.575605, 2.713661, -5.709791], [-0.651416, 3.306964, -5.448103], [-1.385729, 2.937921, -4.325068], [-2.825680, -0.213721, -2.652111], [-4.204643, -0.399472, -2.533848], [-4.841751, -1.517804, -3.062635], [-4.108545, -2.489539, -3.729673], [-2.734787, -2.325503, -3.865344], [-2.112197, -1.204585, -3.332345], [-3.352554, 2.535304, -1.235468], [-4.068679, 2.148446, -0.092783], [-5.088310, 2.926266, 0.436799], [-5.430597, 4.134723, -0.157982], [-4.727302, 4.553572, -1.275696], [-3.704789, 3.764294, -1.797448], [0.713445, 0.656377, -3.028217], [2.003633, 1.255220, -5.035386], [1.149647, 3.001416, -6.583539], [-1.044972, 4.058940, -6.124434], [-2.358148, 3.387443, -4.187098], [-4.798766, 0.344518, -2.013878], [-5.915187, -1.633329, -2.949396], [-4.598639, -3.368709, -4.133519], [-2.148622, -3.075992, -4.385431], [-1.035261, -1.107513, -3.438465], [-3.789658, 1.229994, 0.405496], [-5.606803, 2.596633, 1.330778], [-6.224687, 4.748202, 0.253638], [-4.962564, 5.505900, -1.740010], [-3.157382, 4.152157, -2.643888]],
  "forces_ev_per_angstrom": [[-1.3, 0.0, -0.7], [0.1, 0.0, 0.1], [0.1, 0.0, 0.0], [0.0, 0.1, 0.0], [-0.2, 0.0, 0.1], [0.1, 0.0, 0.0], [-0.3, 0.0, 0.0], [-0.2, 0.3, 0.3], [-0.2, 0.0, -0.1], [-0.2, 0.2, 0.0], [0.0, 0.5, 0.1], [0.0, 0.0, -0.2], [-0.1, 0.0, -0.1], [0.5, 0.3, -0.1], [0.7, 0.5, 0.8], [2.1, 0.2, 1.4], [0.1, 0.0, -0.1], [1.1, 0.4, 0.2], [0.5, 0.0, 0.4], [-0.2, -0.1, -0.1], [0.0, -0.1, 0.0], [0.0, 0.2, 0.0], [0.0, -0.1, 0.0], [0.1, 0.0, -0.1], [0.0, -0.1, 0.0], [0.1, 0.2, 0.0], [0.0, 0.0, 0.0], [0.0, 0.0, 0.0], [0.0, 0.0, 0.0], [0.0, 0.0, 0.0], [0.0, 0.1, -0.1], [0.0, 0.0, 0.0], [0.0, 0.0, 0.0], [0.0, 0.0, 0.0], [0.0, 0.0, 0.0], [0.1, -0.1, 0.0], [-0.1, 0.0, 0.0], [0.0, 0.0, -0.1], [1.6, 0.8, 1.2], [0.1, 0.0, 0.0], [0.1, 0.0, 0.1], [0.0, -0.1, 0.0], [0.1, 0.1, 0.1], [0.1, 0.1, 0.0], [2.8, 1.1, 0.0], [0.0, 0.0, 0.0], [0.0, 0.0, 0.0], [0.0, 0.0, 0.1], [0.0, 0.0, 0.0], [0.0, 0.0, 0.0], [0.0, 0.0, 0.0], [0.0, 0.0, 0.0], [0.1, 0.0, 0.0], [0.0, 0.1, 0.0], [-0.1, 0.0, 0.0], [0.0, 0.5, 0.3], [-0.3, -0.1, -1.6], [-2.8, -0.8, -1.0], [-1.9, -0.9, -1.0], [-0.4, 0.1, -0.3], [0.1, 0.1, 0.3], [0.1, -0.4, 0.1], [-2.0, -0.5, 0.2], [-0.6, -0.6, 0.4], [0.0, 0.0, -0.1], [0.1, 0.1, -0.1], [-0.1, -0.4, 0.3], [-0.3, -0.9, -0.4], [0.2, -0.2, 0.1], [0.0, 0.0, 0.0], [0.0, -0.1, -0.1], [0.0, 0.0, 0.0], [0.0, 0.0, 0.0], [0.4, -0.5, -0.2], [0.1, 0.0, 0.1], [-0.3, 0.1, 0.0], [-0.1, 0.2, -0.1], [0.9, -0.8, -0.4], [-0.2, -0.3, 0.4], [0.0, 0.1, 0.1], [0.0, 0.1, 0.1], [0.0, 0.0, 0.0], [0.0, 0.0, 0.0], [0.0, 0.0, 0.0], [0.0, -0.1, -0.1], [0.0, 0.1, 0.1], [0.0, 0.0, -0.1], [0.0, 0.0, 0.0], [0.0, 0.0, 0.0], [0.0, 0.0, 0.0], [0.0, 0.0, 0.0], [0.0, 0.1, -0.2], [0.0, 0.0, -0.1], [0.0, 0.0, 0.0], [0.0, 0.0, 0.0], [0.0, 0.0, 0.0], [0.0, 0.0, 0.1], [-0.2, 0.2, -0.2], [0.0, 0.0, 0.0], [0.0, 0.0, 0.0], [0.0, 0.0, 0.0], [0.0, 0.0, 0.0], [0.0, 0.0, 0.0], [0.0, 0.0, 0.0], [0.0, 0.0, 0.0], [0.0, 0.0, 0.0], [0.0, 0.0, 0.0], [0.1, -0.1, 0.0], [0.0, 0.0, 0.0], [0.0, 0.0, 0.0], [0.0, 0.0, 0.0], [0.0, 0.0, 0.0]]
}

Record 2
{
  "formula": "C2HCl3OS",
  "method": "wB97M-V/def2-TZVPD",
  "homo_energy_ev": [-6.67, -10.61],
  "energy_ha": -1930.66075,
  "multiplicity": 3,
  "total_charge": 0,
  "e_above_lowest_kcal_mol": 10.9,
  "homo_lumo_gap_ev": [6.65, 7.27],
  "elements": ["C", "C", "O", "S", "Cl", "Cl", "Cl", "H"],
  "coordinates": [[-1.336273, -0.241409, -0.248192], [0.119990, -0.191191, 0.211006], [-1.752339, -1.245053, -0.772611], [0.779756, 1.382372, -0.636569], [1.017741, -1.658606, -0.277284], [0.276819, -0.030144, 1.895260], [2.695678, 1.303160, -0.134009], [-1.801369, 0.680868, -0.037601]],
  "forces_ev_per_angstrom": [[1.4, -2.5, -0.4], [1.1, 0.1, -1.7], [-0.5, 1.2, 0.2], [-5.3, -1.0, -1.0], [-0.2, 0.6, -0.3], [-0.2, 0.5, 1.6], [5.1, -0.1, 1.4], [-1.4, 1.1, 0.2]]
}

Record 3
{
  "formula": "C3H5N3",
  "method": "wB97M-V/def2-TZVPD",
  "homo_energy_ev": -7.72,
  "energy_ha": -281.39751,
  "total_charge": 0,
  "e_above_lowest_kcal_mol": 120.8,
  "homo_lumo_gap_ev": 8.44,
  "elements": ["N", "C", "N", "N", "C", "C", "H", "H", "H", "H", "H"],
  "coordinates": [[1.017759, 1.485742, -0.755919], [0.152973, 0.623784, -0.193427], [-0.975714, 0.849903, 0.401967], [-1.161872, -0.668238, 0.500667], [-0.195938, -1.498138, 1.210478], [0.179875, -0.886083, -0.095656], [1.731900, 1.127868, -1.368563], [0.743981, 2.449272, -0.872593], [-2.003418, -0.993824, 0.040544], [0.151709, -0.995645, 2.114007], [0.358745, -1.494642, -0.981505]],
  "forces_ev_per_angstrom": [[0.0, 0.1, 0.1], [0.1, 0.1, 0.1], [0.3, -0.1, -0.2], [-0.5, -0.2, -0.1], [0.1, 0.1, 0.3], [0.1, 0.0, -0.4], [-0.1, 0.1, 0.1], [0.0, -0.1, 0.0], [0.1, -0.1, 0.1], [0.0, 0.1, -0.1], [-0.2, 0.1, 0.1]]
}

Record 4
{
  "formula": "C11H30CeClIO4P3",
  "method": "wB97M-V/def2-TZVPD",
  "homo_energy_ev": [-13.96, -13.98],
  "energy_ha": -2994.69984,
  "multiplicity": 2,
  "total_charge": 2,
  "homo_lumo_gap_ev": [5.98, 6.00],
  "elements": ["C", "C", "H", "H", "H", "O", "I", "Ce", "P", "C", "C", "H", "H", "H", "H", "H", "H", "C", "H", "H", "H", "P", "C", "C", "H", "H", "H", "C", "H", "H", "H", "H", "H", "H", "Cl", "C", "O", "P", "O", "C", "O", "C", "H", "H", "H", "H", "H", "H", "H", "H", "H"],
  "coordinates": [[-0.092523, 1.223587, -6.779181], [-0.091901, 2.142112, -5.698778], [-0.090998, 1.795203, -7.734111], [-1.009790, 0.602276, -6.686727], [0.823096, 0.598552, -6.685238], [-0.083312, 2.788197, -4.704206], [-0.063372, -1.233496, -3.641363], [-0.088272, 0.178490, -1.148334], [2.732765, 0.048254, -0.474184], [3.598423, 1.193468, 0.647401], [3.297622, -1.533498, 0.247795], [4.398936, -1.546102, 0.221764], [4.766525, -0.169661, -1.763568], [2.891845, -2.370905, -0.331644], [3.293363, -0.472498, -2.767802], [3.110105, 1.153591, 1.630723], [2.943185, -1.606147, 1.285174], [3.746452, 0.159326, -1.995560], [4.652620, 0.889419, 0.730769], [3.747328, 1.200979, -2.334266], [3.533874, 2.211145, 0.242773], [-2.917302, 0.087515, -0.392047], [-3.833773, 1.216806, 0.693470], [-3.888230, 0.174458, -1.942124], [-3.156078, -2.322754, -0.331671], [-4.509248, -1.472896, 0.491093], [-2.903438, -1.648697, 1.294267], [-3.423044, -1.503369, 0.341432], [-3.428286, -0.473037, -2.691187], [-4.913191, -0.133571, -1.726271], [-4.855778, 0.834878, 0.822361], [-3.863787, 2.214068, 0.237797], [-3.867930, 1.206042, -2.298615], [-3.323959, 1.275430, 1.661304], [-0.114727, -2.447855, -0.622728], [-0.871733, 2.135185, 3.232119], [-1.170927, 0.811431, 2.739335], [-0.089582, -0.182864, 1.973184], [1.306241, -0.044515, 2.844147], [1.420863, -0.180558, 4.283818], [-0.719619, -1.596345, 2.536362], [0.143843, -2.760756, 2.625037], [-0.870394, 2.877160, 2.415366], [0.087772, 2.157223, 3.769963], [-1.683793, 2.364068, 3.923625], [1.869942, 0.741137, 4.665152], [0.458116, -0.341186, 4.777647], [2.108874, -1.016244, 4.458247], [0.743859, -2.907918, 1.711593], [0.796794, -2.704013, 3.506813], [-0.547439, -3.611108, 2.739065]],
  "forces_ev_per_angstrom": [[0.0, 0.1, -0.7], [0.1, 3.4, 6.9], [0.0, -0.3, 0.4], [0.4, 0.2, 0.0], [-0.4, 0.2, 0.0], [-0.1, -3.9, -6.8], [0.0, 0.5, -1.7], [-0.1, -1.3, 0.7], [1.4, -0.2, 0.6], [-0.2, 0.3, 0.0], [-0.2, -0.2, -0.1], [-0.4, 0.0, 0.1], [-0.2, 0.1, -0.2], [0.2, 0.1, 0.2], [0.3, 0.1, 0.1], [0.2, 0.1, -0.3], [0.1, 0.0, -0.3], [-0.3, 0.0, 0.0], [-0.3, 0.2, 0.0], [0.1, -0.2, -0.1], [0.1, -0.1, 0.2], [-1.0, -0.3, 0.5], [0.1, 0.4, 0.0], [0.3, 0.0, 0.2], [0.0, 0.0, 0.2], [0.2, -0.1, 0.0], [-0.1, 0.0, -0.1], [0.2, -0.1, -0.2], [-0.2, 0.0, 0.0], [0.0, 0.0, -0.2], [0.3, 0.2, 0.0], [-0.1, -0.1, 0.2], [-0.1, 0.0, -0.1], [-0.2, 0.0, -0.2], [0.0, 1.0, 0.3], [0.1, -0.1, -0.1], [0.8, -0.8, -0.6], [0.0, -0.4, 2.8], [-1.0, 0.2, -1.1], [0.2, 0.0, 0.0], [0.7, 1.4, -0.6], [-0.2, -0.5, -0.1], [0.1, -0.3, 0.3], [-0.3, 0.0, -0.2], [0.2, 0.1, -0.1], [-0.1, -0.2, -0.1], [0.1, -0.1, -0.2], [-0.3, 0.2, 0.1], [-0.3, 0.1, 0.5], [-0.3, 0.1, -0.2], [0.4, 0.3, -0.1]]
}